Record 1
C3H8N3S | wB97M-V/def2-TZVPD

Total charge   +1
E   -681.13691 a.u.
Gap between HOMO and LUMO (spin up / spin down)   0.2546 / 0.2549 Eh
E_LUMO (spin up / spin down)   -5.2930 / -5.2918 eV

Last column: Mulliken charge in e.
Atoms and positions in Å:
S  1.644  1.455  -0.005  -0.008
N  -1.061  1.311  0.345  -0.019
N  0.125  -0.693  0.350  0.103
N  -2.229  0.537  0.262  -0.572
C  0.124  0.654  -0.022  -0.170
C  1.287  -1.220  0.317  -0.174
C  2.375  -0.265  0.247  -0.557
H  -2.809  0.386  1.058  0.221
H  3.027  -0.540  -0.739  0.323
H  -1.255  2.271  0.064  0.226
H  -2.804  0.844  -0.482  0.235
H  1.543  -2.232  0.365  0.467
H  -0.062  0.397  -1.825  0.142
H  -0.715  -1.235  0.469  0.358
H  3.007  -0.191  1.033  0.425



Record 2
C4H8O2 | wB97M-V/def2-TZVPD

SMILES string   C[C@H](C=O)CO
E   -307.63744 a.u.
Gap between HOMO and LUMO   0.3840 Eh
E_LUMO   0.5365 eV

Last column: Mulliken charge in e.
Atoms and positions in Å:
O  1.913  0.018  -1.322  -0.502
O  0.236  0.691  2.380  -0.504
C  0.574  0.464  -1.021  -0.699
C  0.667  -0.109  1.477  -0.018
C  -1.512  -0.016  0.251  -1.606
C  -0.093  -0.305  0.142  0.771
H  1.728  -0.634  1.527  0.259
H  1.789  -0.994  -1.425  0.341
H  -0.041  -1.392  0.028  0.287
H  -1.637  1.079  0.383  0.323
H  -0.068  0.390  -1.995  0.264
H  0.591  1.524  -0.796  0.364
H  -2.030  -0.514  1.070  0.362
H  -2.118  -0.201  -0.700  0.359



Energy above the lowest of the compared OMol25 structures with the same formula, charge and spin / kJ/mol: 465.7, 196.9